The following is a DFT calculation (the ωB97M-V functional and the def2-TZVPD basis) of a molecular structure, C24H43LaN2P3S2 at a distorted geometry.

HOMO-LUMO gap (alpha / beta)	5.0751 / 5.0822	eV
relative energy (zero: lowest compared OMol25 entry of this formula, charge and spin)	5.4	kcal/mol
HOMO level (alpha / beta)	-13.993 / -14.000	eV

```
! wB97M-V def2-TZVPD RIJCOSX def2/J DEFGRID3
* xyz 3 1
La 0.913 -1.324 -0.626
P 2.439 1.036 0.478
P -1.184 -0.340 1.359
P -1.336 2.218 -3.033
H 1.793 -2.803 -6.116
C 1.448 -1.902 -5.594
C 2.298 -1.082 -4.903
H 3.053 -1.449 -4.195
C 3.972 0.526 1.359
C 1.672 2.054 1.815
C 3.190 2.416 -0.485
C -2.889 -1.025 1.208
C -0.700 -1.002 3.003
C -1.746 1.338 1.861
C -1.511 3.317 -4.435
C -0.414 2.845 -1.605
C -2.846 1.482 -2.409
H 0.443 -1.515 -5.832
H 2.457 -0.074 -5.330
H 4.547 -0.157 0.715
H 3.749 0.035 2.316
H 4.565 1.434 1.542
H 1.085 1.423 2.491
H 1.017 2.813 1.371
H 2.471 2.547 2.385
H 3.377 2.070 -1.509
H 4.146 2.691 -0.014
H 2.532 3.296 -0.504
H -3.512 -0.591 2.009
H -2.916 -2.123 1.292
H -3.306 -0.724 0.233
H -1.470 -0.750 3.747
H 0.265 -0.573 3.309
H -0.583 -2.093 2.962
H -2.460 1.224 2.689
H -2.248 1.833 1.019
H -0.915 1.967 2.189
H -2.477 3.834 -4.427
H -1.420 2.689 -5.338
H -0.674 4.027 -4.476
H -0.700 3.922 -1.487
H 0.677 2.745 -1.730
H -0.691 2.289 -0.678
H -3.679 1.973 -2.942
H -2.939 1.633 -1.316
H -2.855 0.394 -2.588
C -0.003 -1.796 -3.145
C -1.351 -2.074 -3.493
C -1.673 -3.387 -3.868
C -0.744 -4.438 -3.726
C 0.504 -4.192 -3.145
C 0.863 -2.891 -2.755
S 0.746 -0.234 -3.368
H -0.663 1.207 -3.766
H -2.094 -1.257 -3.499
H -2.641 -3.629 -4.313
H -1.010 -5.452 -4.037
H 1.218 -4.988 -2.968
H 1.902 -2.682 -2.433
N -0.748 -3.321 -0.290
C 0.212 -3.807 0.662
N 1.121 -2.953 1.107
C 1.868 -3.477 2.188
C 2.661 -2.691 3.027
C 2.929 -3.200 4.305
C 2.489 -4.498 4.657
C 1.750 -5.296 3.768
C 1.434 -4.763 2.528
S 0.211 -5.370 1.371
H -0.909 -4.005 -1.032
H -1.687 -3.142 0.088
H 2.980 -1.704 2.684
H 3.494 -2.588 5.009
H 2.778 -4.916 5.614
H 1.417 -6.309 3.976
*
```